Below is a structure of composition C18H17BBr2N4O2Pb, with properties calculated with ωB97M-V/def2-TZVPD.

Summary:
Max |F|   0.470 eV/A
HOMO   -0.5144 Eh
Orbital gap   0.16476 hartree
LUMO energy   -9.5 eV
Charge   +2

Structure (XYZ):
```
45
Properties=species:S:1:pos:R:3:forces:R:3
Pb -0.552851 0.126249 1.513794 -0.035 0.059 0.199
Br 1.167187 -5.522955 0.780242 0.146 0.172 -0.030
C 2.404814 -4.190485 0.623520 -0.085 -0.462 -0.019
C 3.735730 -4.441360 0.452972 -0.021 -0.097 0.012
C 4.645008 -3.380132 0.313517 0.310 -0.016 -0.048
Br 6.415545 -3.834807 0.101041 -0.284 0.052 0.033
C 4.255284 -1.988902 0.319015 -0.013 0.074 0.002
C 5.143965 -0.918304 0.157355 0.016 -0.060 0.002
C 4.640763 0.364713 0.173165 -0.063 0.035 -0.007
C 3.271544 0.549688 0.344773 0.104 0.050 -0.036
N 2.411126 -0.456902 0.498051 -0.036 -0.133 0.103
C 2.898677 -1.686761 0.490731 0.090 0.171 -0.038
C 1.899415 -2.781280 0.687670 -0.243 0.299 -0.111
O 0.741853 -2.534617 0.884160 0.112 -0.157 0.244
H 4.102071 -5.458238 0.419722 0.001 0.003 0.000
H 6.202770 -1.091445 0.022801 0.000 -0.008 0.001
H 5.293329 1.217420 0.052463 -0.001 0.004 0.006
H 2.837647 1.541848 0.361540 0.004 -0.002 0.002
C 0.873343 4.125390 -0.699689 0.013 -0.011 0.032
C 0.051263 2.877909 -0.565684 0.069 0.219 0.016
O 0.333531 2.018502 0.297320 -0.005 -0.258 -0.149
N -0.988560 2.756333 -1.382418 -0.044 0.014 0.006
C -1.924267 1.644113 -1.335047 -0.039 -0.118 -0.031
C -2.948273 1.775227 -0.235963 -0.123 -0.097 0.032
C -4.200168 2.306668 -0.489627 0.005 -0.026 -0.018
C -5.139523 2.361730 0.529188 -0.002 -0.005 0.020
C -4.803003 1.870706 1.779120 -0.007 -0.002 -0.009
C -3.534428 1.355021 1.959558 0.032 0.123 0.000
N -2.620548 1.321105 0.983665 -0.024 -0.015 0.085
H 1.825841 3.999133 -0.194262 0.001 -0.008 -0.007
H 0.341601 4.949537 -0.220551 0.005 0.003 0.006
H 1.038258 4.388522 -1.743346 -0.007 0.002 -0.004
H -1.171201 3.507823 -2.028982 0.022 -0.004 -0.013
H -1.370145 0.710768 -1.224020 -0.009 0.012 -0.031
H -2.429486 1.587694 -2.296632 0.013 0.025 -0.006
H -4.446694 2.649611 -1.485477 0.002 0.008 0.000
H -6.125455 2.764977 0.342278 -0.001 0.006 0.003
H -5.506926 1.875274 2.598357 -0.002 -0.007 0.001
H -3.239974 0.951318 2.922261 0.013 0.018 0.011
B -2.812194 -3.262223 -1.278166 -0.041 0.046 0.047
C -2.222968 -2.177715 -0.332646 0.133 -0.135 -0.116
N -1.714185 -1.385202 0.350789 -0.050 0.228 -0.185
H -1.924296 -3.473316 -2.075992 0.024 -0.006 0.007
H -3.798648 -2.795145 -1.787591 -0.010 0.029 -0.025
H -3.056774 -4.217506 -0.582967 0.032 -0.023 0.013
```
Forces are in eV/Å.

***

Below is a structure of composition C18H17BrIrNO7 in a non-equilibrium geometry, with properties calculated with ωB97M-V/def2-TZVPD.

Summary:
2S+1   6
Max |F|   2.398 eV/A
HOMO (alpha / beta)   -0.4165 / -0.4167 Eh
Orbital gap (alpha / beta)   0.29958 / 0.18714 hartree
LUMO energy (alpha / beta)   -3.2 / -6.2 eV
<S²>   8.785
Relative energy (zero: lowest compared OMol25 entry of this formula, charge and spin)   14.0 kcal/mol
Charge   +1

Structure (XYZ):
```
45
Properties=species:S:1:pos:R:3:forces:R:3
Ir 0.191607 -0.128520 -0.113220 -0.662 -0.747 -0.208
N -0.781679 2.238408 -0.423475 -0.002 0.284 -0.445
C -0.596725 3.076896 0.642140 0.029 0.212 -0.042
C 0.363482 2.199934 2.042717 0.249 -0.110 0.551
O 0.424662 3.010015 2.911454 -0.062 -0.455 -0.506
O 0.699550 1.053468 1.740573 -0.144 0.512 0.124
H -0.119019 2.401750 -1.207519 -0.199 -0.153 0.174
H -1.740999 2.019792 -0.656083 0.030 -0.069 -0.056
H -1.483483 3.367141 1.192530 0.040 -0.056 0.071
H 0.132409 3.868299 0.490997 0.056 -0.106 0.099
C -5.766407 -1.726308 3.166857 0.264 -0.209 0.082
O -4.757784 -2.651167 3.609612 -0.407 0.269 -0.133
C -3.555035 -2.571475 3.047637 0.304 -0.636 0.449
C -2.622655 -3.537725 3.500406 0.407 -0.033 -0.156
C -1.333911 -3.567465 2.997458 -0.822 -0.395 0.732
C -0.888660 -2.652704 2.055360 0.328 0.563 -0.620
C 0.467765 -2.816403 1.490779 -1.195 0.043 0.434
C 1.404164 -3.851670 2.031969 -0.005 -0.084 -0.016
O 0.844343 -2.139190 0.527094 0.465 0.387 -0.209
C -1.844952 -1.669196 1.595735 -0.237 -1.249 0.931
O -1.566157 -0.784613 0.706879 1.298 1.584 -1.248
C -3.177254 -1.662555 2.095002 0.717 0.301 -0.495
H -6.657129 -1.968876 3.730733 -0.055 -0.024 0.058
H -5.958303 -1.851910 2.101602 -0.003 -0.015 -0.033
H -5.459316 -0.703066 3.378584 -0.004 0.056 0.019
H -2.952308 -4.259730 4.237627 0.030 0.063 -0.052
H -0.663214 -4.340988 3.348964 -0.081 0.051 0.024
H 1.510328 -3.755449 3.113837 -0.004 0.015 -0.057
H 2.371018 -3.728185 1.553185 0.004 -0.010 0.007
H 1.027326 -4.856501 1.820315 0.010 0.088 0.011
H -3.849000 -0.912443 1.702387 0.062 -0.028 -0.009
Br 6.112689 3.674685 -4.515274 0.029 0.048 -0.031
C 5.306096 2.177138 -3.702377 0.058 0.093 -0.045
C 5.983730 0.969984 -3.670557 0.040 -0.242 0.048
C 5.389079 -0.134188 -3.069970 0.087 0.063 -0.060
C 4.126664 -0.028341 -2.510862 0.003 -0.102 -0.001
C 3.462131 1.191562 -2.549819 0.040 -0.088 0.003
C 4.051540 2.303986 -3.146489 -0.144 0.026 0.080
C 2.118434 1.358421 -1.960227 -0.369 0.399 -0.053
O 1.561189 2.448688 -1.925415 -0.124 -0.596 0.231
O 1.544698 0.236505 -1.498348 -0.010 0.333 0.338
H 6.968302 0.893774 -4.114177 -0.044 -0.010 0.030
H 5.918504 -1.077802 -3.043884 -0.017 0.031 -0.008
H 3.652464 -0.884989 -2.050801 0.032 0.029 -0.012
H 3.524392 3.247580 -3.168884 0.010 -0.034 0.001
```
Forces are in eV/Å.

***

Below is a structure of composition C18H17Cl3GeN5O3Pd in a non-equilibrium geometry, with properties calculated with ωB97M-V/def2-TZVPD.

Summary:
2S+1   2
Max |F|   2.019 eV/A
HOMO (alpha / beta)   -0.2785 / -0.2773 Eh
Orbital gap (alpha / beta)   0.20236 / 0.20754 hartree
LUMO energy (alpha / beta)   -2.1 / -1.9 eV
<S²>   0.768
Relative energy (zero: lowest compared OMol25 entry of this formula, charge and spin)   42.8 kcal/mol
Charge   0

Structure (XYZ):
```
48
Properties=species:S:1:pos:R:3:forces:R:3
Pd 0.011156 0.374449 1.045635 -1.268 -1.503 -0.456
O 0.985419 2.237184 0.955598 0.099 0.486 0.029
C 0.559203 3.341221 0.281035 0.341 -0.431 0.021
C 1.427557 4.432798 0.258355 0.050 0.043 0.140
C 1.070312 5.611370 -0.362630 -0.072 -0.058 -0.014
C -0.166861 5.708291 -0.992582 0.010 0.034 -0.006
C -1.015995 4.623972 -0.978241 -0.088 -0.063 -0.023
C -0.682472 3.413294 -0.349089 -0.336 -0.032 -0.201
C -1.706639 2.371261 -0.416791 -0.225 0.320 -0.176
N -1.694213 1.193539 0.071226 0.118 -0.069 -0.051
N -2.827482 0.443571 -0.113679 0.263 0.584 -0.467
C -2.820187 -0.618892 0.651605 0.261 -0.338 0.623
O -1.934561 -0.904131 1.511427 0.144 0.117 0.123
C -3.969228 -1.558268 0.475480 -0.014 -0.075 0.070
C -3.920918 -2.794013 1.112192 -0.031 -0.025 0.007
C -4.960133 -3.701477 0.962315 0.035 0.031 -0.001
C -6.057558 -3.374102 0.179449 -0.015 0.000 -0.012
C -6.110029 -2.139720 -0.455433 -0.015 0.004 -0.015
C -5.069766 -1.235427 -0.312556 0.009 -0.007 -0.015
H 2.377737 4.323183 0.759866 -0.044 0.088 0.008
H 1.750141 6.452944 -0.355751 0.012 -0.006 0.002
H -0.462378 6.624108 -1.486020 -0.007 -0.005 -0.003
H -1.982413 4.688066 -1.464044 0.016 0.029 -0.004
H -2.629261 2.638702 -0.930662 0.036 0.115 -0.007
H -3.059446 -3.024052 1.724941 -0.005 0.013 0.004
H -4.915812 -4.662721 1.458782 0.002 0.001 0.006
H -6.871733 -4.078569 0.063837 -0.002 0.003 -0.001
H -6.966101 -1.882023 -1.066048 -0.003 -0.001 -0.001
H -5.093965 -0.275250 -0.808139 -0.002 0.006 0.000
C 1.834056 -5.079881 -0.447605 -0.003 -0.014 0.009
N 1.016219 -3.890784 -0.467912 0.016 -0.001 0.015
C 0.506402 -3.285391 -1.682904 -0.028 -0.005 0.018
C 0.014263 -1.932475 -1.167120 -0.004 -0.039 -0.053
O -0.513606 -1.078753 -1.833650 0.120 0.010 -0.013
N 0.322408 -1.847373 0.176630 0.067 0.325 0.015
C 0.935524 -2.970115 0.512724 -0.166 -0.001 0.079
N 1.398255 -3.192645 1.751229 0.132 0.048 -0.026
H 1.451300 -5.784178 -1.183401 -0.003 0.004 -0.006
H 1.772545 -5.567995 0.524618 -0.009 -0.002 -0.001
H 2.881334 -4.865133 -0.680940 0.000 -0.001 0.003
H -0.305603 -3.857594 -2.131779 -0.001 -0.016 0.019
H 1.297497 -3.131413 -2.420997 -0.023 0.012 -0.020
H 1.464021 -2.378444 2.345087 -0.048 -0.029 -0.008
H 2.088915 -3.906981 1.899069 -0.027 -0.019 0.005
Cl 3.196892 -0.941205 -0.653064 -0.076 -0.051 -0.427
Ge 2.185321 0.692212 0.323950 0.450 0.649 1.473
Cl 2.248755 0.044045 2.506653 0.117 -0.011 -0.273
Cl 3.772827 2.123494 0.201437 0.215 -0.121 -0.392
```
Forces are in eV/Å.